Entry from the OMol25 dataset: 5 unconnected molecules or ions with the total composition C13H20Cl4O9 (ωB97M-V with the def2-TZVPD basis set).

Properties
- orbital gap (alpha / beta) (eV) = 9.58 / 2.01
- highest occupied orbital energy (alpha / beta) (eV) = -12.4 / -12.4
- E_LUMO (alpha / beta) (eV) = -2.8 / -10.4

The geometry in ORCA input format:
```
! wB97M-V def2-TZVPD RIJCOSX def2/J DEFGRID3
* xyz 1 2
H 3.859 1.670 2.591
O -4.397 -2.222 -3.089
O 2.025 2.527 1.783
Cl -2.015 -5.475 -0.619
H -1.171 -3.693 0.824
H 4.032 2.938 1.425
Cl -1.251 -0.775 1.067
H 0.884 -5.504 -0.285
C 1.210 3.513 2.376
O 3.597 3.558 -1.807
H -4.265 -0.633 -0.533
C 0.584 -4.460 -0.189
H -1.861 1.235 2.030
C 3.424 2.405 -1.449
Cl -1.366 1.212 -1.658
C -4.250 -0.949 -2.704
C 3.293 3.792 3.296
H 0.615 -3.923 -1.137
O -5.114 -2.460 -1.179
H 0.108 1.684 0.207
H 3.984 -0.484 -1.331
C -1.817 0.841 1.014
H -2.824 0.742 0.611
C 2.325 0.559 -0.828
Cl 1.705 -3.683 0.953
H -0.641 -5.254 1.394
O -4.937 -4.320 -2.337
C -4.824 -3.112 -2.181
O -0.016 3.639 2.046
C 3.826 0.394 -0.704
O 4.330 1.524 -1.398
H 4.172 0.311 0.326
H 2.071 0.036 -1.750
H 1.706 0.128 -0.041
O 1.961 4.260 3.214
H -5.019 -0.442 -3.287
H -1.286 2.692 0.146
C 3.423 2.617 2.271
H -3.332 -0.384 -2.863
H -5.810 -0.522 -1.420
H 3.835 4.675 2.959
C -0.804 -4.664 0.492
C -0.966 1.657 0.027
H 3.585 3.564 4.321
O 2.293 1.865 -1.267
C -4.879 -1.079 -1.316
*
```

natural (NBO) population analysis, charges in e, atoms 1 to 2: number 1, H, carries 0.205; number 2, O, carries -0.367

---

Entry from the OMol25 dataset: 7 unconnected molecules or ions with the total composition C13H20Cl6N4O3 (ωB97M-V with the def2-TZVPD basis set).

Properties
- orbital gap (eV) = 11.30
- highest occupied orbital energy (eV) = -11.0
- ΔE to the lowest compared entry with this formula, charge and spin (eV) = 0.000
- structure (SMILES) = COC(=O)OC.ClC(Cl)Cl.ClC(Cl)Cl.CC#N.CC#N.CC#N.CC#N
- E_LUMO (eV) = 0.3

The geometry in ORCA input format:
```
! wB97M-V def2-TZVPD RIJCOSX def2/J DEFGRID3
* xyz 0 1
C 11.398 29.128 4.138
O 11.169 29.168 2.836
C 9.529 25.879 5.208
C 13.205 24.271 5.750
Cl 12.197 24.014 7.155
Cl 9.066 24.185 5.339
H 13.209 24.885 0.098
C 9.573 23.032 2.161
C 9.617 20.030 6.438
H 14.200 29.602 5.491
H 11.415 21.087 6.865
H 9.820 24.023 2.548
O 12.720 28.949 4.306
H 7.755 24.682 9.543
C 13.210 29.175 5.633
H 10.445 25.979 4.638
C 13.065 25.903 0.454
N 10.874 26.041 1.844
H 13.890 26.160 1.123
H 8.559 23.067 1.777
C 9.824 29.176 2.390
C 8.404 23.899 9.154
H 9.465 28.152 2.312
H 7.931 22.950 9.400
Cl 12.348 23.834 4.237
H 13.105 26.584 -0.391
Cl 8.283 26.789 4.354
H 9.208 29.697 3.124
N 10.807 24.050 10.143
H 9.706 29.617 1.406
Cl 14.671 23.282 5.844
N 8.965 19.091 6.448
O 10.610 29.283 5.030
N 11.357 22.621 0.303
H 12.573 29.884 6.152
H 8.450 24.026 8.073
C 10.435 21.237 6.424
Cl 9.792 26.622 6.787
C 10.563 22.787 1.116
H 13.283 28.246 6.195
H 13.491 25.309 5.654
H 10.454 21.737 5.462
H 9.926 21.937 7.098
C 9.749 23.981 9.699
C 11.836 26.007 1.219
H 9.722 22.336 2.982
*
```

natural (NBO) population analysis, charges in e, atoms 1 to 2: number 1, C, carries 0.984; number 2, O, carries -0.495

---

Entry from the OMol25 dataset: a molecular structure, C13H20ClIN2OPRhSe (ωB97M-V with the def2-TZVPD basis set).

Properties
- orbital gap (alpha / beta) (eV) = 3.98 / 5.06
- highest occupied orbital energy (alpha / beta) (eV) = -13.0 / -14.2
- ΔE to the lowest compared entry with this formula, charge and spin (eV) = 3.696
- E_LUMO (alpha / beta) (eV) = -9.0 / -9.1

The geometry in ORCA input format:
```
! wB97M-V def2-TZVPD RIJCOSX def2/J DEFGRID3
* xyz 2 5
C -1.162 0.685 5.250
H 0.171 1.281 -3.572
Cl -3.481 -1.289 1.256
C 0.422 0.882 -2.584
H 2.645 -2.400 -0.204
C -1.911 -0.442 4.934
Rh -1.710 -0.273 0.141
C -0.729 0.150 3.087
Se 0.212 0.118 1.411
H 3.836 -1.603 -1.134
C 2.468 -0.240 -0.053
N -1.590 -0.771 3.611
H -2.711 1.607 8.121
H 3.731 -1.742 0.885
P -1.109 0.290 -1.780
H 1.438 1.866 4.313
H 1.139 0.061 -2.701
H -4.026 -0.410 7.571
H 0.877 1.670 -1.982
N -0.480 1.053 4.081
H -0.886 -1.774 -2.981
H -2.960 1.705 -1.278
I 5.390 -1.134 0.131
C 3.311 -1.526 -0.148
H -0.905 2.398 6.542
C -2.157 1.788 -2.017
C -2.444 1.025 7.230
H -2.117 -1.455 3.042
C 0.435 2.177 4.026
H -2.536 -1.529 -2.340
H -2.532 1.818 -3.048
O 2.795 0.816 -0.479
H -1.999 -0.675 -3.833
H -3.527 -1.742 5.464
C -1.426 1.461 6.378
H -1.527 2.665 -1.806
C -2.944 -0.864 5.751
H 0.093 2.915 4.745
C -1.691 -1.044 -2.854
H 0.434 2.597 3.023
C -3.194 -0.133 6.923
*
```

natural (NBO) population analysis, charges in e, atoms 1 to 2: number 1, C, carries 0.169; number 2, H, carries 0.265

---

Entry from the OMol25 dataset: a molecular structure, C13H20ClN3O2Re (ωB97M-V with the def2-TZVPD basis set).

Properties
- orbital gap (alpha / beta) (eV) = 7.96 / 4.91
- highest occupied orbital energy (alpha / beta) (eV) = -14.2 / -16.0
- ΔE to the lowest compared entry with this formula, charge and spin (eV) = 0.429
- E_LUMO (alpha / beta) (eV) = -6.2 / -11.1

The geometry in ORCA input format:
```
! wB97M-V def2-TZVPD RIJCOSX def2/J DEFGRID3
* xyz 2 4
C 3.304 -1.351 -0.724
N -1.691 1.408 0.160
C -0.109 -0.733 -2.045
H -2.689 -1.687 3.154
C 2.424 -1.872 -1.724
H 3.030 1.245 -2.858
C 1.022 1.732 -1.125
C -1.968 2.613 0.949
C -3.585 0.183 1.852
O 0.869 2.884 -1.257
H -2.886 0.531 -1.388
H 4.166 -1.446 1.224
H -0.070 -1.172 1.266
C -2.294 1.433 -1.167
H 4.276 0.638 -0.517
H -3.647 1.152 2.362
H -4.063 0.263 0.865
C 2.903 0.336 -2.274
H -2.954 2.308 -1.233
H 4.784 -2.678 0.103
N -0.259 -0.463 0.561
C 3.890 -2.121 0.413
H -3.041 2.871 0.930
H -0.960 -1.265 3.126
H -1.525 1.556 -1.939
C 3.574 0.016 -1.062
H -1.655 -2.324 1.855
N -2.206 -0.275 1.737
H -1.626 2.491 1.984
Re 1.327 -0.165 -0.869
H 2.070 -2.906 -1.754
H 1.747 -0.971 -3.689
H -1.413 3.444 0.494
O -0.970 -1.134 -2.725
H -4.125 -0.557 2.447
C -1.366 0.209 0.797
C 2.186 -0.833 -2.701
C -1.843 -1.459 2.505
Cl 2.205 0.947 1.478
H 3.168 -2.848 0.793
*
```

natural (NBO) population analysis, charges in e, atoms 1 to 2: number 1, C, carries 0.027; number 2, N, carries -0.470

---

Entry from the OMol25 dataset: a molecular structure, C13H20F3HfN2O5PS (ωB97M-V with the def2-TZVPD basis set).

Properties
- orbital gap (alpha / beta) (eV) = 5.50 / 7.21
- highest occupied orbital energy (alpha / beta) (eV) = -18.7 / -20.4
- E_LUMO (alpha / beta) (eV) = -13.2 / -13.2

The geometry in ORCA input format:
```
! wB97M-V def2-TZVPD RIJCOSX def2/J DEFGRID3
* xyz 3 2
H -0.766 2.380 -4.085
C -1.174 2.469 -1.352
C -1.496 -3.613 0.476
H 0.337 -1.808 -4.194
F 1.927 -1.467 3.587
N -0.575 2.373 0.030
H -0.973 2.976 2.024
O 3.737 -0.706 1.274
C 0.026 -0.905 -3.668
H -1.107 -4.589 0.152
H 1.251 2.959 0.980
O 3.319 1.687 1.932
H -1.341 4.215 0.773
O -2.640 -0.206 0.203
H -0.035 0.352 -5.404
C -0.110 -2.227 -1.554
H -1.769 -3.671 1.538
C 0.786 2.993 -0.013
H -2.389 -3.376 -0.121
O -1.287 -0.696 3.753
H 2.204 -2.648 0.380
H -2.895 -1.108 0.507
C -1.381 3.138 1.014
N -0.400 0.172 -1.576
C 1.327 -3.201 0.740
H 1.432 2.468 -0.727
H -2.276 2.452 -1.262
C -0.565 1.426 -3.607
H 0.069 -3.133 -2.144
C -1.001 -0.389 2.663
S 2.918 0.311 1.872
H 1.327 -4.222 0.330
O 1.479 0.230 1.293
F 3.638 -0.324 4.379
Hf -0.407 0.167 0.662
H -0.903 3.444 -1.791
C -0.177 0.288 -4.328
H -2.425 2.796 0.986
P -0.198 -2.352 0.223
H -2.884 -0.181 -0.746
C 2.531 -0.241 3.617
C -0.150 -1.008 -2.271
H 1.363 -3.235 1.836
C -0.686 1.329 -2.231
F 1.665 0.637 4.177
H 0.674 4.045 -0.330
*
```

Löwdin population analysis, charges in e, atoms 1 to 2: number 1, H, carries 0.152; number 2, C, carries -0.088

---

Entry from the OMol25 dataset: a single C13H20N2 molecule (ωB97M-V with the def2-TZVPD basis set).

Properties
- orbital gap (eV) = 9.38
- highest occupied orbital energy (eV) = -8.8
- ΔE to the lowest compared entry with this formula, charge and spin (eV) = 0.000
- structure (SMILES) = C[C@@](N)(C#N)[C@]12C[C@H]3C[C@H](C[C@H](C3)C1)C2
- E_LUMO (eV) = 0.6

The geometry in ORCA input format:
```
! wB97M-V def2-TZVPD RIJCOSX def2/J DEFGRID3
* xyz 0 1
C 0.975 -0.630 1.742
H 1.692 1.372 2.121
C 0.527 1.361 -0.343
H 0.246 2.220 0.268
H 2.645 1.725 -0.143
H 2.321 -0.011 -1.888
H -1.140 -0.990 1.548
H -0.079 -0.712 -2.031
H -4.165 0.076 -0.538
C -2.280 2.021 0.034
C -0.429 0.208 -0.102
H -3.230 -0.243 0.924
C 1.964 0.511 1.507
H 2.970 0.197 1.794
C 2.333 -0.294 -0.832
H 0.988 -0.915 2.800
H -2.203 0.037 -2.543
H 3.348 -0.615 -0.587
H 1.629 -2.300 -1.206
C -2.148 0.767 -0.651
H -1.477 1.530 -2.424
C 1.370 -1.833 0.886
H 0.674 -2.658 1.059
H -0.764 -1.803 -0.816
H 0.511 1.674 -1.390
C 1.350 -1.438 -0.590
C -0.440 -0.174 1.361
C -3.189 -0.226 -0.161
N -2.327 3.014 0.604
N -2.213 0.930 -2.067
C 1.941 0.904 0.031
H -0.735 0.681 1.972
H -2.973 -1.226 -0.529
H 2.370 -2.177 1.162
C -0.062 -0.981 -0.970
*
```

natural (NBO) population analysis, charges in e, atoms 1 to 2: number 1, C, carries -0.212; number 2, H, carries 0.209

---

Calculated DFT total energy in order - -82309.48606 -101041.55838 -117077.98338 -37004.70597 -56578.74996 -16786.15100 eV